Entry 1:
{
  "formula": "C5H8O2",
  "method": "the ωB97M-V functional and the def2-TZVPD basis",
  "species": ["C", "C", "C", "C", "C", "H", "H", "H", "H", "H", "H", "H", "H", "O", "O"],
  "coordinates": [[1.91, -0.04, 0.57], [0.99, 0.19, -0.68], [-0.79, -0.79, 0.01], [-2.25, -0.01, 0.31], [-1.05, 0.42, -0.45], [2.51, 0.82, 0.94], [2.72, -0.57, 0.06], [1.55, -0.68, 1.49], [1.60, 0.43, -1.63], [-0.48, -0.57, 1.17], [-2.94, -0.14, -0.42], [-2.80, 0.13, 1.26], [-1.30, 0.66, -1.51], [0.24, -1.11, -0.85], [0.07, 1.24, -0.30]],
  "lowdin_charge": [-0.036, -0.287, -0.264, 0.119, -0.455, 0.084, 0.059, 0.117, 0.179, 0.177, 0.042, 0.117, 0.183, -0.017, -0.016],
  "smiles": "CC1O[C@@H]2C[C@H]2O1",
  "orbital_gap_ev": 10.20,
  "mol_weight_g_mol": 100.12,
  "relative_energy_kcal_mol": 175.4
}

Entry 2:
{
  "formula": "C5H8O2",
  "method": "the ωB97M-V functional and the def2-TZVPD basis",
  "species": ["O", "C", "C", "C", "C", "O", "C", "H", "H", "H", "H", "H", "H", "H", "H"],
  "coordinates": [[2.12, 0.08, 1.00], [1.38, 0.82, 0.09], [0.15, 0.00, -0.41], [-1.29, 0.56, -0.63], [-1.82, -0.72, 0.03], [-2.91, -1.19, 0.15], [-0.43, -1.16, 0.46], [3.04, 0.38, 0.97], [1.06, 1.78, 0.55], [1.92, 1.08, -0.80], [0.43, -0.45, -1.33], [-1.58, 1.42, -0.02], [-1.63, 0.71, -1.66], [-0.27, -1.16, 1.54], [-0.17, -2.16, 0.08]],
  "lowdin_charge": [-0.053, -0.245, -0.238, -0.045, -0.399, 0.100, -0.049, 0.099, 0.124, 0.105, 0.116, 0.122, 0.117, 0.125, 0.122],
  "smiles": "O=C1CC(CO)C1",
  "orbital_gap_ev": 10.14,
  "mol_weight_g_mol": 100.12,
  "relative_energy_kcal_mol": 34.9
}

Entry 3:
{
  "formula": "C5H8O2S",
  "method": "the ωB97M-V functional and the def2-TZVPD basis",
  "species": ["C", "C", "C", "C", "C", "O", "O", "S", "H", "H", "H", "H", "H", "H", "H", "H"],
  "coordinates": [[1.53, 0.31, -0.11], [0.63, 1.17, -0.57], [-2.14, -0.66, -0.29], [2.87, 0.01, -0.94], [-2.71, -0.83, 0.98], [-1.96, -1.16, -1.32], [-0.79, 0.86, 1.71], [-0.89, 1.47, 0.30], [1.55, 0.12, 0.92], [0.70, 1.78, -1.46], [3.45, 0.87, -1.44], [3.49, -0.52, -0.17], [2.48, -0.69, -1.80], [-3.76, -0.57, 1.35], [-2.62, -1.92, 1.24], [-1.84, -0.23, 1.61]],
  "lowdin_charge": [-0.199, -0.381, -0.312, -0.105, -0.092, 0.173, -0.652, 0.883, 0.064, 0.065, 0.086, 0.062, 0.094, 0.132, 0.116, 0.065],
  "orbital_gap_ev": [7.64, 7.64],
  "mol_weight_g_mol": 132.18,
  "relative_energy_kcal_mol": 99.2
}

Entry 4:
{
  "formula": "C5H8O2SSi",
  "method": "the ωB97M-V functional and the def2-TZVPD basis",
  "species": ["C", "C", "C", "C", "C", "O", "O", "Si", "S", "H", "H", "H", "H", "H", "H", "H", "H"],
  "coordinates": [[3.09, 1.19, 2.15], [1.79, 1.22, 1.74], [4.06, 1.05, 1.16], [1.59, 0.99, 0.37], [-2.81, -1.71, -2.15], [-0.08, 0.94, -2.37], [-1.26, 1.29, -0.29], [0.19, 0.94, -0.81], [3.22, 0.82, -0.46], [3.36, 1.32, 3.19], [0.96, 1.26, 2.48], [5.13, 1.00, 1.34], [-2.49, -2.41, -1.44], [-3.88, -1.57, -2.28], [-2.22, -1.63, -3.06], [0.33, 0.57, -3.16], [-2.00, 0.82, -0.67]],
  "lowdin_charge": [-0.255, -0.247, -0.356, -0.591, 0.083, -0.110, -0.119, 0.419, 0.829, 0.100, 0.120, 0.054, -0.039, -0.009, -0.008, 0.085, 0.045],
  "orbital_gap_ev": [8.69, 4.52],
  "mol_weight_g_mol": 160.27,
  "relative_energy_kcal_mol": 141.7
}

Entry 5:
{
  "formula": "C5H8O3",
  "method": "the ωB97M-V functional and the def2-TZVPD basis",
  "species": ["C", "C", "C", "C", "C", "H", "H", "H", "H", "H", "H", "H", "H", "O", "O", "O"],
  "coordinates": [[-1.12, 1.20, -1.08], [0.10, 0.46, -0.39], [0.46, -0.75, -1.11], [1.27, -1.42, 1.01], [0.28, -0.84, 1.54], [-2.35, 2.28, -0.33], [-1.97, 0.52, -0.89], [-1.08, 1.52, -2.20], [0.96, 1.01, -0.23], [0.72, -0.54, -2.14], [-0.43, -1.42, -1.12], [2.17, -1.85, 1.36], [-0.17, -1.03, 2.55], [-1.43, 2.28, -0.11], [1.49, -1.35, -0.33], [-0.53, 0.02, 0.84]],
  "lowdin_charge": [-0.126, -0.283, -0.155, -0.156, -0.131, 0.056, 0.121, 0.149, 0.150, 0.142, 0.155, 0.127, 0.147, -0.072, -0.063, -0.060],
  "smiles": "OC[C@@H]1COC=CO1",
  "orbital_gap_ev": 9.26,
  "mol_weight_g_mol": 116.12,
  "relative_energy_kcal_mol": 79.0
}

Entry 6:
{
  "formula": "C5H8O3",
  "method": "the ωB97M-V functional and the def2-TZVPD basis",
  "species": ["C", "C", "C", "C", "C", "H", "H", "H", "H", "H", "H", "H", "H", "O", "O", "O"],
  "coordinates": [[-0.91, -0.17, -0.63], [-0.85, 1.31, 0.07], [1.15, 0.58, -0.44], [1.81, -0.78, -0.48], [0.39, -0.70, -0.12], [-2.80, -0.60, -0.49], [-0.92, -0.12, -1.77], [-1.17, 2.12, -0.58], [-1.44, 1.30, 1.01], [1.15, 0.87, -1.51], [2.43, -1.22, 0.31], [2.17, -1.04, -1.46], [0.30, -0.04, 1.68], [-1.95, -0.93, -0.14], [0.52, 1.51, 0.45], [0.28, -0.92, 1.25]],
  "lowdin_charge": [-0.297, -0.087, -0.213, 0.031, -0.417, 0.111, 0.169, 0.118, 0.131, 0.153, 0.125, 0.111, 0.119, -0.003, -0.091, 0.038],
  "smiles": "O[C@H]1CO[C@H]2C[C@@]21O",
  "orbital_gap_ev": 9.63,
  "mol_weight_g_mol": 116.12,
  "relative_energy_kcal_mol": 115.0
}

Entry 7:
{
  "formula": "C5H8O3",
  "method": "the ωB97M-V functional and the def2-TZVPD basis",
  "species": ["C", "C", "C", "C", "O", "O", "C", "O", "H", "H", "H", "H", "H", "H", "H", "H"],
  "coordinates": [[0.13, -1.05, 0.20], [-0.69, -0.29, -1.98], [-0.30, 0.63, 2.09], [0.31, 0.32, 0.74], [-1.01, -1.03, -0.89], [1.24, -1.63, -0.37], [0.63, 1.31, -0.10], [1.22, 2.30, -0.37], [1.74, -0.98, -0.87], [-0.29, -1.74, 0.93], [-1.58, 0.04, -2.51], [-0.13, 0.73, -1.53], [0.08, -0.74, -2.62], [0.16, 0.01, 2.86], [-0.12, 1.67, 2.34], [-1.37, 0.44, 2.09]],
  "lowdin_charge": [-0.303, -0.143, -0.031, -0.213, -0.131, 0.042, -0.196, 0.151, 0.106, 0.159, 0.100, 0.109, 0.091, 0.085, 0.085, 0.089],
  "smiles": "CO[C@@H](O)C(C)=C=O",
  "orbital_gap_ev": 9.20,
  "mol_weight_g_mol": 116.12,
  "relative_energy_kcal_mol": 71.7
}

Entry 8:
{
  "formula": "C5H8O3",
  "method": "the ωB97M-V functional and the def2-TZVPD basis",
  "species": ["C", "C", "C", "C", "C", "O", "O", "O", "H", "H", "H", "H", "H", "H", "H", "H"],
  "coordinates": [[-0.88, 0.40, 0.18], [0.31, -0.40, 0.75], [-1.59, -0.37, -0.93], [1.43, -0.47, -0.23], [2.63, 0.43, 0.08], [-1.73, 0.66, 1.27], [1.45, -1.15, -1.23], [2.76, 1.05, 1.09], [-2.54, 1.07, 0.95], [-0.50, 1.35, -0.22], [3.38, 0.44, -0.74], [0.64, 0.10, 1.66], [-0.05, -1.41, 0.99], [-2.06, -1.26, -0.52], [-2.36, 0.25, -1.39], [-0.88, -0.67, -1.70]],
  "lowdin_charge": [-0.434, -0.071, -0.037, -0.349, -0.166, -0.030, 0.115, 0.098, 0.095, 0.149, 0.130, 0.120, 0.139, 0.090, 0.079, 0.072],
  "smiles": "C[C@@H](O)CC(=O)C=O",
  "orbital_gap_ev": 9.31,
  "mol_weight_g_mol": 116.12,
  "relative_energy_kcal_mol": 27.7
}

Entry 9:
{
  "formula": "C5H8O3",
  "method": "the ωB97M-V functional and the def2-TZVPD basis",
  "species": ["C", "C", "C", "C", "C", "H", "H", "H", "H", "H", "H", "H", "H", "O", "O", "O"],
  "coordinates": [[-0.60, 1.15, -0.26], [-0.95, 0.37, 1.20], [-0.26, -1.17, -0.31], [0.79, -1.27, -1.38], [0.42, 0.04, -0.61], [0.25, 2.43, 1.03], [-1.62, 1.05, -0.79], [-1.86, 0.61, 1.72], [-0.19, 0.61, 2.11], [-1.01, -1.39, -0.97], [1.78, -1.70, -1.23], [0.39, -1.44, -2.53], [2.27, -0.70, 0.29], [-0.13, 2.49, -0.05], [-0.53, -1.02, 1.12], [1.25, -0.07, 0.67]],
  "lowdin_charge": [-0.220, -0.111, -0.282, 0.020, -0.309, 0.215, 0.171, 0.099, 0.155, 0.106, 0.077, 0.175, 0.264, -0.094, -0.109, -0.156],
  "orbital_gap_ev": 9.66,
  "mol_weight_g_mol": 116.12,
  "relative_energy_kcal_mol": 226.6
}

Entry 10:
{
  "formula": "C5H8O4",
  "method": "the ωB97M-V functional and the def2-TZVPD basis",
  "species": ["C", "C", "O", "O", "H", "H", "H", "C", "C", "C", "O", "O", "H", "H", "H", "H", "H"],
  "coordinates": [[-1.32, 0.16, 1.72], [-1.99, 0.34, 3.11], [-1.54, -0.34, 4.06], [-2.91, 1.19, 3.13], [-0.49, -0.54, 1.83], [-0.92, 1.14, 1.47], [-2.08, -0.21, 1.03], [1.49, 0.20, -1.28], [0.65, -1.06, -0.99], [1.41, 0.64, -2.69], [1.80, 1.72, -3.12], [0.95, -0.15, -3.60], [1.13, 1.06, -0.71], [2.54, 0.00, -1.10], [0.21, -1.08, 0.00], [1.25, -1.97, -1.15], [-0.16, -1.13, -1.72]],
  "mulliken_spin": [0.000, 0.000, 0.000, 0.001, 0.000, 0.000, 0.000, -0.007, 0.008, -0.062, 0.335, 0.717, 0.006, -0.001, 0.002, 0.000, 0.001],
  "total_charge": -1,
  "orbital_gap_ev": [6.83, 3.17],
  "mol_weight_g_mol": 132.12,
  "multiplicity": 2,
  "relative_energy_kcal_mol": 5.6
}